(1)
Computed, not measured: an isolated molecule of CH3NOS at a distorted geometry, with the ωB97M-V functional and the def2-TZVPD basis.

Computed properties:
**Charge**: 0
**SMILES**: NSC=O
**HOMO**: -9.57 eV

Geometry as XYZ:
```
7
Properties=species:S:1:pos:R:3:mulliken_charge:R:1
S 1.0203 0.2086 -0.2679 0.038
H -0.1156 -0.9036 -1.7472 0.263
O 0.4366 1.8690 1.5471 -0.385
H -0.0664 -1.8913 -0.4503 0.270
N -0.2039 -0.8450 -0.8063 -0.551
H -1.1220 0.6073 0.7844 0.249
C 0.0511 0.9550 0.9401 0.116
```

---

(2)
Computed, not measured: an isolated molecule of C5H8O at a distorted geometry, with the ωB97M-V functional and the def2-TZVPD basis.

Computed properties:
**Charge**: 0
**SMILES**: CCCC1=CO1
**HOMO**: -8.56 eV

Geometry as XYZ:
```
14
Properties=species:S:1:pos:R:3:mulliken_charge:R:1
O -0.1816 -0.7946 2.0215 -0.452
H -1.5878 -0.4824 -1.7417 0.385
H 1.0372 -0.1782 -1.9944 0.286
H -1.0087 1.3288 2.4891 0.239
H 0.2007 1.2513 -1.3988 0.270
C -1.0578 0.6730 1.6294 -0.648
C 0.1480 0.1215 1.2184 0.614
H 1.8820 0.9926 0.3376 0.329
C 1.2152 0.1390 0.1719 -0.620
H 1.8132 -0.7786 0.2373 0.284
C 0.4274 0.2054 -1.1621 -0.366
H -1.4050 -0.2145 -0.0587 0.412
H -0.6202 -1.6622 -0.8022 0.285
C -0.8626 -0.6013 -0.9473 -1.018
```

---

(3)
Computed, not measured: an isolated ion of composition C5H9NO4P and charge -1 at a distorted geometry, with the ωB97M-V functional and the def2-TZVPD basis.

Computed properties:
**Charge**: -1
**SMILES**: C[C@@H](CN(C=O)OP)C(=O)[O-]
**HOMO**: -4.69 eV

Geometry as XYZ:
```
20
Properties=species:S:1:pos:R:3:mulliken_charge:R:1
H -0.5936 -2.4205 -0.2879 0.253
H 0.1478 -0.5707 -1.6436 0.393
C -2.2149 0.5292 -0.0998 0.297
O 2.2936 -2.0793 -0.2940 -0.581
O -3.2761 -0.1388 -0.0831 -0.769
O 1.8373 1.3122 0.5663 -0.177
C 0.1449 0.0889 -0.7358 -1.220
H 3.1152 -0.5413 0.8384 0.318
P 1.2813 2.7654 0.0630 -0.084
C -0.9743 -0.2926 0.2379 1.024
H -0.0320 2.5508 0.3999 0.148
H -2.1846 -1.9459 0.5981 0.448
H -0.7655 -2.2276 1.3375 0.286
C 2.3066 -0.9521 0.1419 -0.013
H -0.5649 0.1542 1.2677 0.062
H 0.0499 1.1112 -1.0408 0.274
N 1.4921 0.0748 -0.0721 0.259
C -1.1520 -1.7878 0.4243 -1.318
O -1.9915 1.7495 -0.3019 -0.699
H 1.0806 2.6204 -1.3160 0.097
```

---

(4)
Computed, not measured: an isolated molecule of C2H2Cl3P at a distorted geometry, with the ωB97M-V functional and the def2-TZVPD basis.

Computed properties:
**Charge**: 0
**SMILES**: Cl/C=C(\Cl)PCl
**HOMO**: -9.37 eV

Geometry as XYZ:
```
8
Properties=species:S:1:pos:R:3:mulliken_charge:R:1
Cl 1.7284 -1.0813 -0.5400 -0.195
H -1.7026 -0.6436 0.5051 0.404
P 0.4066 1.5360 -0.7068 0.153
Cl -0.7568 2.4601 0.7186 -0.210
Cl -0.7728 -2.7137 0.1735 -0.155
C 0.2721 -0.2555 -0.2161 0.218
C -0.8145 -0.9908 0.1380 -0.282
H 1.6397 1.6888 -0.0723 0.066
```

---

Number 1: DFT total energy -15457.166 eV, Kohn-Sham gap 0.368 Eh. Number 2: DFT total energy -7357.655 eV, Kohn-Sham gap 0.346 Eh. Number 3: DFT total energy -24299.038 eV, Kohn-Sham gap 0.302 Eh. Number 4: DFT total energy -48962.026 eV, Kohn-Sham gap 0.350 Eh.